(1)
The following is a DFT calculation (ωB97M-V/def2-TZVPD) of a structure of composition C19H30BMnO23 at a distorted geometry.

Gap between HOMO and LUMO (alpha / beta)   3.14 / 7.01 eV
⟨S²⟩   12.005

```
! RIJCOSX wB97M-V def2-TZVPD def2/J DEFGRID3
* xyz 0 7
Mn -0.23 0.13 0.07
O 0.09 -1.60 -4.42
C 1.15 -1.08 -4.06
O 2.19 -0.97 -4.81
B 3.16 0.03 -4.28
O 2.50 0.48 -3.02
C 1.33 -0.15 -2.87
O 0.53 0.12 -1.93
O 3.44 1.18 -5.09
C 4.75 1.38 -5.17
O 5.36 2.20 -5.78
C 5.44 0.20 -4.43
O 4.45 -0.57 -3.96
O 6.71 0.13 -4.35
C 1.28 3.82 -1.72
O 0.61 4.17 -0.45
C -0.25 3.43 0.13
O -0.38 2.21 -0.04
O -0.80 4.19 1.15
C -2.06 3.86 1.74
H 1.80 2.86 -1.73
H 1.91 4.70 -1.87
H 0.46 3.70 -2.42
H -2.94 4.28 1.24
H -2.11 4.21 2.78
H -2.30 2.80 1.74
C -0.27 0.96 5.29
O -0.51 1.01 3.89
C -1.24 0.14 3.17
O -1.22 0.06 1.94
O -1.98 -0.59 4.08
C -2.86 -1.64 3.65
H 0.26 1.88 5.55
H 0.46 0.19 5.56
H -1.13 1.01 5.95
H -3.31 -1.49 2.67
H -3.76 -1.78 4.26
H -2.32 -2.57 3.55
C -0.33 -3.63 -2.09
O -0.51 -3.95 -0.67
C -0.46 -3.11 0.33
O -0.13 -1.96 0.07
O -0.88 -3.68 1.49
C -1.22 -5.00 1.49
H -0.18 -4.52 -2.71
H 0.63 -3.12 -2.13
H -1.02 -3.02 -2.68
H -0.33 -5.63 1.45
H -1.93 -5.46 0.80
H -1.52 -5.20 2.52
C -3.61 -1.25 -2.90
O -4.23 -0.58 -1.84
C -3.62 0.03 -0.82
O -2.41 0.02 -0.53
O -4.53 0.66 -0.14
C -5.86 0.96 -0.60
H -4.38 -1.65 -3.56
H -3.08 -2.11 -2.49
H -3.01 -0.51 -3.43
H -5.86 1.50 -1.55
H -6.21 1.73 0.10
H -6.66 0.22 -0.61
C 3.88 -0.41 3.89
O 2.78 -0.39 3.03
C 2.61 0.14 1.79
O 1.67 -0.01 0.98
O 3.75 0.88 1.57
C 3.87 1.70 0.41
H 3.62 -0.72 4.90
H 4.41 0.52 4.09
H 4.55 -1.21 3.57
H 4.75 2.34 0.55
H 3.10 2.43 0.17
H 4.15 1.07 -0.43
*
```



(2)
The following is a DFT calculation (ωB97M-V/def2-TZVPD) of a structure of composition C19H30Cl5FeO6P2 at a distorted geometry.

ΔE to the lowest compared entry with this formula, charge and spin   0.0 kcal per mole
Gap between HOMO and LUMO (alpha / beta)   8.52 / 6.15 eV
⟨S²⟩   8.759

```
! RIJCOSX wB97M-V def2-TZVPD def2/J DEFGRID3
* xyz 2 6
Fe 0.03 2.81 -0.04
C 4.72 -1.37 -1.07
C 3.65 -1.22 -2.13
C 2.85 -2.48 -2.35
O 2.77 -0.06 -1.79
P 1.58 0.06 -0.83
O 1.40 1.52 -0.46
C 0.11 -0.50 -1.70
P -1.44 0.05 -0.97
O -1.30 1.49 -0.50
O -1.77 -0.87 0.22
C -2.36 -2.24 0.05
C -1.59 -3.16 0.97
C -3.83 -2.16 0.37
O -2.55 -0.15 -2.03
C -2.74 0.77 -3.19
C -4.02 1.53 -2.97
C -2.72 -0.06 -4.44
O 1.75 -0.86 0.41
C 1.91 -0.38 1.81
C 1.58 -1.55 2.70
C 3.30 0.16 2.03
H 5.48 -2.06 -1.43
H 4.30 -1.76 -0.15
H 5.20 -0.41 -0.87
H 4.10 -0.90 -3.06
H 2.34 -2.79 -1.43
H 3.52 -3.29 -2.64
H 2.12 -2.36 -3.15
H 0.10 -1.59 -1.77
H 0.18 -0.08 -2.72
H -2.22 -2.54 -0.99
H -1.73 -2.85 2.01
H -0.53 -3.15 0.74
H -1.97 -4.17 0.86
H -3.98 -1.84 1.40
H -4.29 -3.14 0.24
H -4.34 -1.45 -0.30
H -1.90 1.48 -3.20
H -4.86 0.84 -2.91
H -4.19 2.21 -3.80
H -3.98 2.10 -2.04
H -3.55 -0.77 -4.44
H -1.79 -0.62 -4.55
H -2.83 0.59 -5.31
H 1.17 0.42 1.95
H 2.29 -2.36 2.53
H 0.57 -1.91 2.51
H 1.65 -1.24 3.75
H 4.04 -0.63 1.91
H 3.38 0.56 3.04
H 3.54 0.96 1.32
Cl -1.42 0.79 2.79
C -0.74 2.35 3.06
C -0.31 3.11 2.00
C 0.07 4.41 2.18
Cl 0.47 5.26 0.70
C 0.15 5.00 3.42
Cl 0.65 6.62 3.58
C -0.19 4.20 4.52
Cl -0.07 4.86 6.08
C -0.64 2.89 4.35
Cl -1.09 1.95 5.69
*
```



(3)
The following is a DFT calculation (ωB97M-V/def2-TZVPD) of the molecule C19H30N2O3.

ΔE to the lowest compared entry with this formula, charge and spin   34.3 kcal per mole
Gap between HOMO and LUMO   9.11 eV
SMILES   COc1ccc(CN2CCC(=O)N([C@H](CO)CC(C)C)CC2)cc1

```
! RIJCOSX wB97M-V def2-TZVPD def2/J DEFGRID3
* xyz 0 1
C 4.15 2.55 -5.62
H 3.79 2.13 -6.56
O 4.23 1.58 -4.61
C 3.09 0.94 -4.23
C 1.83 1.17 -4.77
C 0.73 0.46 -4.30
C 0.87 -0.50 -3.31
C 2.14 -0.73 -2.78
C 3.23 -0.03 -3.23
H 4.22 -0.20 -2.83
H 2.25 -1.47 -2.01
C -0.31 -1.29 -2.81
N -0.33 -1.33 -1.35
C -1.26 -2.32 -0.85
C -1.03 -2.61 0.64
C -1.72 -1.63 1.57
O -2.64 -1.99 2.28
N -1.24 -0.37 1.57
C -0.19 0.07 0.68
H 0.01 1.12 0.91
C -0.57 -0.01 -0.80
H 0.06 0.69 -1.35
H -1.62 0.30 -0.93
H 0.72 -0.51 0.85
C -1.87 0.59 2.47
C -0.92 1.10 3.57
H -1.44 1.93 4.07
H -0.01 1.50 3.12
C -0.52 0.09 4.66
C 0.45 -0.97 4.14
H 0.86 -1.53 4.98
H -0.05 -1.67 3.49
H 1.28 -0.51 3.61
C -1.73 -0.58 5.31
H -1.42 -1.15 6.17
H -2.22 -1.26 4.61
H -2.45 0.17 5.63
H 0.00 0.67 5.43
H -2.70 0.05 2.93
C -2.49 1.78 1.70
O -1.58 2.76 1.26
H -1.21 3.20 2.03
H -3.26 2.23 2.33
H -2.97 1.40 0.79
H 0.04 -2.63 0.83
H -1.44 -3.59 0.87
H -1.10 -3.24 -1.41
H -2.32 -2.01 -1.00
H -0.21 -2.33 -3.16
H -1.24 -0.88 -3.23
H -0.24 0.65 -4.72
H 1.68 1.91 -5.54
H 5.17 2.92 -5.75
H 3.50 3.38 -5.33
*
```



(4)
The following is a DFT calculation (ωB97M-V/def2-TZVPD) of the molecule C19H30N2O3S at a distorted geometry.

ΔE to the lowest compared entry with this formula, charge and spin   8.1 kcal per mole
Gap between HOMO and LUMO   9.33 eV
SMILES   CCN(CC)S(=O)(=O)c1ccc(NC(=O)CCC2CCCCC2)cc1

```
! RIJCOSX wB97M-V def2-TZVPD def2/J DEFGRID3
* xyz 0 1
C 1.94 -0.78 2.44
H 1.25 -1.46 2.94
H 1.43 -0.37 1.57
C 3.23 -1.50 2.04
N 3.07 -2.51 1.02
S 3.34 -2.04 -0.55
O 3.32 -3.22 -1.36
O 4.51 -1.21 -0.55
C 1.94 -1.01 -0.99
C 2.08 0.36 -0.98
C 0.98 1.16 -1.26
C -0.26 0.58 -1.53
C -0.38 -0.81 -1.55
C 0.72 -1.60 -1.28
H 0.65 -2.67 -1.30
H -1.34 -1.25 -1.77
N -1.33 1.44 -1.77
C -2.66 1.13 -1.92
O -3.10 0.00 -1.95
C -3.55 2.35 -2.04
C -4.63 2.37 -0.95
H -5.15 1.41 -0.97
H -5.36 3.15 -1.21
C -4.15 2.63 0.48
C -3.33 3.92 0.62
C -3.03 4.20 2.09
C -2.27 3.03 2.71
C -3.06 1.73 2.55
C -3.36 1.47 1.08
H -3.93 0.54 0.97
H -2.42 1.34 0.55
H -2.49 0.90 2.97
H -3.99 1.81 3.11
H -2.08 3.23 3.76
H -1.30 2.92 2.21
H -2.44 5.12 2.18
H -3.97 4.35 2.63
H -3.88 4.76 0.19
H -2.38 3.82 0.08
H -5.05 2.75 1.09
H -2.98 3.28 -2.04
H -4.06 2.27 -3.01
H -1.09 2.42 -1.76
H 1.09 2.24 -1.26
H 3.05 0.79 -0.77
C 2.14 -3.60 1.23
C 2.55 -4.49 2.40
H 1.92 -5.37 2.43
H 2.46 -3.96 3.35
H 3.59 -4.81 2.28
H 2.17 -4.18 0.31
H 1.12 -3.23 1.39
H 3.94 -0.79 1.62
H 3.68 -1.96 2.92
H 2.17 0.02 3.13
*
```